[1]
{
  "formula": "C18H45B2Cd2F8KN3O8S2",
  "method": "the ωB97M-V functional and the def2-TZVPD basis",
  "total_charge": -1,
  "species": ["K", "Cd", "Cd", "S", "O", "O", "O", "O", "S", "O", "O", "O", "O", "B", "F", "F", "F", "F", "B", "F", "F", "F", "F", "C", "C", "N", "C", "C", "C", "C", "H", "H", "H", "H", "H", "H", "H", "H", "H", "H", "H", "H", "H", "H", "H", "C", "C", "N", "C", "C", "C", "C", "H", "H", "H", "H", "H", "H", "H", "H", "H", "H", "H", "H", "H", "H", "H", "C", "C", "N", "C", "C", "C", "C", "H", "H", "H", "H", "H", "H", "H", "H", "H", "H", "H", "H", "H", "H", "H"],
  "positions_angstrom": [[0.08, 13.29, -10.40], [4.13, 14.30, -9.50], [3.02, 18.46, -8.04], [2.14, 15.91, -10.10], [3.49, 15.75, -10.75], [2.07, 17.18, -9.37], [1.06, 15.71, -11.06], [2.18, 14.76, -9.12], [4.91, 16.62, -7.17], [3.50, 16.73, -6.69], [5.85, 16.68, -6.09], [5.04, 15.41, -8.04], [5.04, 17.80, -8.12], [3.01, 11.85, -9.73], [3.26, 10.67, -10.40], [1.85, 11.80, -8.95], [3.98, 12.24, -8.74], [2.84, 12.85, -10.73], [2.06, 19.79, -5.94], [3.42, 19.60, -6.33], [1.29, 19.18, -6.99], [1.77, 19.25, -4.71], [1.79, 21.16, -5.87], [5.30, 12.91, -12.91], [5.98, 12.64, -11.57], [6.14, 13.85, -10.73], [6.39, 15.12, -11.41], [7.68, 15.14, -12.25], [7.22, 13.64, -9.74], [6.95, 12.57, -8.69], [4.35, 13.42, -12.76], [5.04, 11.97, -13.40], [5.93, 13.46, -13.61], [5.32, 11.96, -11.04], [6.97, 12.19, -11.73], [5.60, 15.27, -12.15], [6.40, 15.97, -10.73], [8.58, 15.17, -11.64], [7.78, 14.23, -12.84], [7.73, 16.03, -12.89], [7.32, 14.59, -9.20], [8.18, 13.40, -10.20], [7.89, 12.45, -8.13], [6.89, 11.59, -9.17], [6.13, 12.83, -8.03], [1.11, 20.15, -10.36], [2.22, 20.98, -9.73], [3.46, 20.23, -9.44], [4.03, 19.58, -10.63], [4.21, 20.46, -11.88], [4.39, 21.23, -8.90], [5.81, 20.81, -8.54], [0.40, 20.81, -10.86], [0.61, 19.43, -9.72], [1.56, 19.56, -11.16], [2.44, 21.80, -10.44], [1.87, 21.45, -8.81], [4.95, 19.05, -10.39], [3.39, 18.74, -10.91], [3.37, 20.27, -12.56], [4.20, 21.53, -11.69], [5.14, 20.23, -12.40], [3.94, 21.60, -7.97], [4.41, 22.20, -9.42], [6.27, 20.21, -9.32], [5.91, 20.25, -7.62], [6.34, 21.75, -8.36], [-5.09, 14.92, -9.92], [-3.93, 14.00, -10.31], [-2.66, 14.17, -9.61], [-2.17, 15.54, -9.86], [-1.97, 15.94, -11.32], [-2.67, 13.94, -8.18], [-3.08, 12.53, -7.78], [-5.42, 14.75, -8.89], [-5.90, 14.69, -10.61], [-4.87, 15.98, -10.04], [-4.24, 12.95, -10.27], [-3.75, 14.20, -11.37], [-1.16, 15.71, -9.44], [-2.74, 16.31, -9.32], [-1.33, 15.24, -11.86], [-1.55, 16.94, -11.45], [-2.95, 16.03, -11.80], [-1.68, 14.21, -7.79], [-3.32, 14.66, -7.64], [-2.95, 12.44, -6.70], [-4.14, 12.36, -7.94], [-2.44, 11.81, -8.28]]
}

[2]
{
  "formula": "C11H36N9O10",
  "method": "the ωB97M-V functional and the def2-TZVPD basis",
  "total_charge": -1,
  "species": ["N", "O", "O", "O", "C", "O", "H", "H", "H", "H", "C", "O", "N", "N", "H", "H", "H", "H", "C", "O", "N", "N", "H", "H", "H", "H", "C", "O", "N", "N", "H", "H", "H", "H", "C", "O", "N", "N", "H", "H", "H", "H", "C", "C", "C", "O", "H", "H", "H", "H", "H", "H", "H", "H", "C", "C", "C", "O", "H", "H", "H", "H", "H", "H", "H", "H"],
  "positions_angstrom": [[-0.91, -0.25, 0.27], [-0.01, 0.31, 0.94], [-2.09, -0.13, 0.58], [-0.56, -0.95, -0.72], [-1.20, 3.46, 2.70], [-2.38, 4.24, 2.84], [-0.93, 2.92, 3.62], [-1.43, 2.74, 1.92], [-0.29, 4.03, 2.47], [-2.16, 5.07, 3.27], [1.84, 3.09, -0.29], [2.24, 4.20, -0.64], [1.44, 2.12, -1.16], [1.79, 2.70, 1.02], [0.81, 1.36, -0.94], [1.56, 2.31, -2.14], [1.58, 1.75, 1.26], [2.07, 3.38, 1.70], [2.14, -4.71, 0.77], [2.16, -5.69, 0.04], [1.57, -3.52, 0.42], [2.75, -4.68, 2.00], [1.44, -2.80, 1.12], [1.15, -3.42, -0.49], [2.58, -3.92, 2.64], [3.15, -5.52, 2.38], [-3.75, -2.32, -2.30], [-4.64, -2.82, -2.99], [-2.44, -2.26, -2.68], [-3.98, -1.73, -1.09], [-1.78, -1.77, -2.09], [-2.18, -2.57, -3.60], [-3.19, -1.31, -0.61], [-4.91, -1.60, -0.76], [2.50, -2.04, -2.72], [1.69, -2.81, -3.19], [3.84, -2.10, -3.03], [2.15, -1.05, -1.84], [4.46, -1.48, -2.55], [4.18, -2.69, -3.76], [1.20, -1.02, -1.53], [2.79, -0.31, -1.60], [-2.81, 1.81, -4.25], [-3.35, 2.68, -3.14], [-2.58, 2.46, -1.85], [-3.27, 4.08, -3.52], [-3.43, 1.78, -5.15], [-2.79, 0.76, -3.94], [-1.77, 2.04, -4.49], [-4.41, 2.49, -3.00], [-2.98, 3.07, -1.04], [-1.51, 2.67, -1.96], [-2.62, 1.39, -1.60], [-2.41, 4.19, -3.95], [1.28, 0.57, 4.01], [2.03, -0.73, 3.75], [1.82, -1.73, 4.87], [1.71, -1.32, 2.49], [1.75, 1.42, 3.51], [1.26, 0.76, 5.08], [0.26, 0.52, 3.62], [3.10, -0.48, 3.72], [2.45, -1.42, 5.72], [2.12, -2.75, 4.62], [0.81, -1.72, 5.28], [1.11, -0.76, 1.99]]
}

[3]
{
  "formula": "H14O7",
  "method": "the ωB97M-V functional and the def2-TZVPD basis",
  "smiles": "O.O.O.O.O.O.O",
  "total_charge": 0,
  "species": ["O", "H", "H", "O", "H", "H", "O", "H", "H", "O", "H", "H", "O", "H", "H", "O", "H", "H", "O", "H", "H"],
  "positions_angstrom": [[0.14, 1.15, 2.41], [0.47, 1.43, 1.57], [0.40, 1.83, 3.02], [0.21, -2.51, 1.57], [-0.12, -1.97, 0.85], [0.27, -1.90, 2.31], [2.41, -1.04, -0.39], [2.32, -1.61, 0.38], [3.13, -1.42, -0.89], [-0.43, -0.61, -0.55], [-0.83, 0.21, -0.85], [0.51, -0.42, -0.52], [-1.12, 1.91, -1.87], [-1.41, 2.80, -1.71], [-1.52, 1.67, -2.70], [1.18, 2.05, -0.04], [0.37, 2.12, -0.55], [1.83, 2.54, -0.54], [-2.61, -2.46, -0.59], [-3.34, -1.89, -0.34], [-1.85, -1.88, -0.61]]
}

[4]
{
  "formula": "C4H15NO3",
  "method": "the ωB97M-V functional and the def2-TZVPD basis",
  "smiles": "CC(C)=CN.O.O.O",
  "total_charge": 0,
  "species": ["C", "C", "C", "C", "N", "H", "H", "H", "H", "H", "H", "H", "H", "H", "O", "H", "H", "O", "H", "H", "O", "H", "H"],
  "positions_angstrom": [[-1.71, 0.66, -1.28], [-1.61, 0.12, 0.13], [-2.05, -1.30, 0.29], [-1.30, 0.89, 1.16], [-1.17, 2.29, 1.08], [-0.75, 1.10, -1.52], [-1.98, -0.13, -1.98], [-2.48, 1.43, -1.33], [-2.01, -1.89, -0.63], [-1.74, -1.90, 1.14], [-3.15, -1.25, 0.33], [-1.12, 0.57, 2.18], [-0.59, 2.70, 1.81], [-0.83, 2.64, 0.19], [4.13, -2.06, -1.82], [3.97, -1.52, -1.04], [4.59, -1.59, -2.52], [1.53, -1.36, 1.72], [1.40, -0.51, 2.16], [1.66, -1.98, 2.44], [1.62, 1.38, -0.70], [2.20, 1.19, -1.44], [1.36, 0.52, -0.35]]
}

Table of ΔE to the lowest compared entry with this formula, charge and spin (eV), in record order: 0.000, 0.000, 1.276, 1.067